Entry 1:
The following is a DFT calculation (ωB97M-V/def2-TZVPD) of a molecular structure, C3H4AuMgO4.

Computed properties:
charge = +2
HOMO level (spin up / spin down) = -17.41 / -17.38 eV
energy above the lowest of the compared OMol25 structures with the same formula, charge and spin = 55.55 kcal/mol
E = -20475.657 eV
expectation value of S² = 3.7638
2S+1 = 4
HOMO-LUMO gap (spin up / spin down) = 7.52 / 5.93 eV

```
13
C3H4AuMgO4, DFT ωB97M-V/def2-TZVPD
O 0.362 -2.125 -0.131
C -0.694 -1.341 -0.506
O -1.501 -0.927 0.586
C -0.767 -0.211 1.619
Mg 0.934 -1.472 1.570
H -1.386 -1.870 -1.187
H -1.426 -0.207 2.499
H -0.653 0.844 1.296
H -0.297 -0.360 -1.022
O 0.663 2.363 -0.411
C 0.923 1.253 -0.914
O 1.819 1.061 -1.759
Au 2.024 2.992 -1.639
```

***

Entry 2:
The following is a DFT calculation (ωB97M-V/def2-TZVPD) of a molecular structure, C3H4AuO3.

Computed properties:
charge = 0
HOMO level (spin up / spin down) = -7.92 / -10.33 eV
energy above the lowest of the compared OMol25 structures with the same formula, charge and spin = 16.85 kcal/mol
E = -13002.620 eV
expectation value of S² = 3.7818
2S+1 = 4
HOMO-LUMO gap (spin up / spin down) = 8.72 / 5.34 eV

```
11
C3H4AuO3, DFT ωB97M-V/def2-TZVPD
O 2.257 -1.546 0.266
C 1.796 -0.633 1.081
O 2.519 0.210 1.646
C -1.341 0.445 -1.284
C -1.126 1.079 -0.112
O 0.487 -0.657 1.218
Au 0.485 -2.177 0.068
H -2.273 -0.094 -1.467
H -0.674 0.601 -2.137
H -1.858 1.026 0.697
H -0.271 1.746 0.023
```

***

Entry 3:
The following is a DFT calculation (ωB97M-V/def2-TZVPD) of a molecular structure, C3H4BeFO7PS.

Computed properties:
charge = +2
HOMO level = -17.11 eV
energy above the lowest of the compared OMol25 structures with the same formula, charge and spin = 0.00 kcal/mol
E = -40729.023 eV
2S+1 = 1
HOMO-LUMO gap = 4.37 eV

```
18
C3H4BeFO7PS, DFT ωB97M-V/def2-TZVPD
O 2.297 2.076 -0.519
C 1.185 1.592 -0.655
O 0.990 0.866 -1.807
C 0.017 -0.230 -1.471
C -0.408 0.272 -0.048
P 0.852 -0.650 1.102
O 0.621 -0.163 2.575
O 0.515 -2.204 0.965
S -2.085 -0.041 0.516
O -2.144 0.519 1.809
O -2.237 -1.434 0.343
F -3.015 0.701 -0.455
O 0.050 1.645 -0.015
H -0.787 -0.364 -2.193
H 0.614 -1.140 -1.449
H -0.073 -0.633 3.081
H 1.289 -2.666 0.604
Be 2.320 1.854 -2.384
```

***

Entry 4:
The following is a DFT calculation (ωB97M-V/def2-TZVPD) of a single C3H4Br2O molecule.

Computed properties:
charge = 0
HOMO level = -9.59 eV
structure (SMILES) = O[C@@H](Br)/C=C/Br
energy above the lowest of the compared OMol25 structures with the same formula, charge and spin = 12.66 kcal/mol
E = -145306.734 eV
2S+1 = 1
HOMO-LUMO gap = 10.20 eV

```
10
C3H4Br2O, DFT ωB97M-V/def2-TZVPD
C 0.858 0.265 -0.733
C 1.536 -0.840 -0.915
C -0.740 0.226 0.042
O -0.834 1.271 0.884
Br 3.305 -0.811 -1.598
Br -2.005 0.360 -1.505
H 1.172 1.275 -0.908
H 1.181 -1.833 -0.707
H -0.893 -0.769 0.464
H -1.729 1.351 1.244
```

***

Entry 5:
The following is a DFT calculation (ωB97M-V/def2-TZVPD) of a molecular structure, C3H4Br2O3.

Computed properties:
charge = 0
HOMO level (spin up / spin down) = -8.07 / -8.55 eV
energy above the lowest of the compared OMol25 structures with the same formula, charge and spin = 59.24 kcal/mol
E = -149398.809 eV
2S+1 = 1
HOMO-LUMO gap (spin up / spin down) = 7.76 / 8.52 eV

```
12
C3H4Br2O3, DFT ωB97M-V/def2-TZVPD
C 0.412 0.898 0.222
C -1.650 -0.835 -0.925
C 1.348 0.028 0.966
O 0.516 2.066 0.002
O -2.230 -0.187 -1.941
O 2.340 0.555 1.801
Br -2.495 -1.186 0.775
Br 2.097 -0.877 -0.713
H -1.273 -1.744 -1.353
H 0.927 -0.715 1.499
H -2.778 0.574 -1.930
H 2.786 1.422 1.596
```

***

Entry 6:
The following is a DFT calculation (ωB97M-V/def2-TZVPD) of 2 unconnected molecules or ions with the total composition C3H4BrF.

Computed properties:
charge = 0
HOMO level (spin up / spin down) = -9.90 / -8.45 eV
energy above the lowest of the compared OMol25 structures with the same formula, charge and spin = 106.33 kcal/mol
E = -75930.500 eV
2S+1 = 1
HOMO-LUMO gap (spin up / spin down) = 9.73 / 7.71 eV

```
9
C3H4BrF, DFT ωB97M-V/def2-TZVPD
C 1.410 1.075 0.779
C 1.140 -0.193 0.768
C -1.847 -0.900 -1.056
F 1.883 -1.243 0.460
Br -2.755 0.161 0.134
H 2.390 1.480 0.526
H 0.659 1.790 1.057
H -1.244 -1.687 -0.648
H -1.636 -0.483 -2.020
```